Record 1
{
  "formula": "C7H14OSi",
  "method": "ωB97M-V with the def2-TZVPD basis set",
  "species": ["C", "C", "O", "C", "C", "C", "C", "C", "Si", "H", "H", "H", "H", "H", "H", "H", "H", "H", "H", "H", "H", "H", "H"],
  "positions_angstrom": [[-0.995249, -1.771751, -1.746423], [0.052237, -1.030882, -1.605221], [-0.153871, 0.522508, -1.559977], [-1.342656, 0.972759, -0.822375], [-1.422798, 0.609561, 0.653429], [-0.391419, 1.119545, 1.618703], [1.041179, 1.082794, 1.029767], [1.555768, -0.403507, 0.934761], [1.743317, -1.184659, -0.805380], [-0.820280, -2.792648, -1.425496], [-2.089811, -1.521211, -1.919703], [-2.243955, 0.577180, -1.437543], [-1.284199, 2.160441, -0.965369], [-1.258111, -0.534601, 0.823233], [-2.382865, 0.880357, 0.992734], [-0.556616, 2.262275, 1.718709], [-0.552448, 0.523624, 2.515293], [0.842029, 1.618734, 0.058415], [1.842816, 1.610050, 1.501469], [2.541366, -0.578430, 1.500969], [0.780335, -1.022082, 1.510206], [2.471461, -2.491004, -0.699978], [2.623768, -0.609053, -1.870224]],
  "forces_ev_per_a": [[-2.49, -1.78, 0.29], [-0.09, 4.43, 1.22], [0.01, -2.41, 0.19], [-0.01, 1.18, -2.15], [1.54, -3.05, -0.60], [0.97, 3.30, -0.35], [-0.71, -1.09, -1.21], [0.06, -0.55, 0.39], [0.53, 0.26, -0.25], [-0.17, -0.38, -0.62], [1.78, 0.06, 0.09], [1.15, 0.89, 1.36], [-0.28, -2.52, 0.33], [-1.04, 1.57, -0.98], [-1.31, 0.09, 0.48], [-0.09, -1.70, 0.67], [0.35, 0.59, 0.50], [0.99, -0.91, 0.67], [-0.12, 0.76, 0.92], [-1.37, 0.45, -0.80], [1.15, 0.40, -0.88], [-0.76, -0.14, 0.16], [-0.09, 0.53, 0.56]],
  "de_lowest_kcal_mol": 63.4,
  "smiles": "C=C1OCCCCC[SiH2]1",
  "homo_lumo_gap_ev": 10.3058,
  "largest_force_ha_per_bohr": 0.08946,
  "e_homo_ev": -9.35
}

---

Record 2
{
  "formula": "CH3O3PS2",
  "method": "ωB97M-V with the def2-TZVPD basis set",
  "species": ["C", "O", "O", "O", "P", "S", "S", "H", "H", "H"],
  "positions_angstrom": [[0.349664, 1.142624, 0.936106], [0.209669, -1.692682, 1.226091], [-1.891216, -1.391474, -2.662076], [-0.138826, 0.049888, -1.583289], [-1.577489, -0.760567, -1.386499], [1.360029, -1.559988, 0.298914], [1.155613, 0.313848, -0.572812], [0.904306, 1.965792, 1.377898], [0.121336, 0.410289, 1.836059], [-0.493086, 1.522270, 0.529607]],
  "forces_ev_per_a": [[1.96, -2.41, 2.02], [-0.97, -0.32, 0.59], [0.08, 0.04, -0.02], [-0.02, 0.62, -0.13], [-0.12, -0.03, 0.32], [1.33, 0.33, -0.59], [-0.38, -0.25, 1.86], [0.68, -0.05, -0.62], [0.43, 0.92, -2.38], [-2.99, 1.15, -1.05]],
  "de_lowest_kcal_mol": 9.2,
  "homo_lumo_gap_ev": 7.6461,
  "largest_force_ha_per_bohr": 0.07212,
  "e_homo_ev": -8.22
}

---

Record 3
{
  "formula": "C20H37N5O5P",
  "method": "ωB97M-V with the def2-TZVPD basis set",
  "species": ["C", "C", "C", "N", "C", "N", "C", "O", "C", "C", "C", "C", "P", "O", "O", "C", "C", "O", "C", "C", "N", "C", "O", "H", "H", "H", "H", "H", "H", "H", "H", "H", "H", "H", "H", "H", "H", "H", "H", "H", "H", "H", "H", "H", "H", "H", "H", "H", "H", "C", "C", "N", "C", "C", "N", "C", "C", "H", "H", "H", "H", "H", "H", "H", "H", "H", "H", "H"],
  "positions_angstrom": [[-4.720708, 5.503740, -3.909231], [-5.297838, 4.912994, -2.611211], [-4.422118, 3.780267, -2.109925], [-4.999630, 3.146624, -0.916623], [-4.637412, 1.784536, -0.742280], [-5.426464, 0.899061, -1.704846], [-6.471120, 0.369820, -1.386324], [-7.448322, -0.190384, -1.109168], [-3.151356, 1.462491, -0.876446], [-3.167497, -0.000762, -0.397109], [-1.753488, -0.524349, -0.119010], [-1.176882, -1.164316, -1.391023], [0.602029, -1.124487, -1.407469], [1.194228, 0.157289, -1.008283], [1.100894, -1.539587, -2.855918], [0.469097, -2.663298, -3.521994], [1.442071, -3.256061, -4.516878], [1.019580, -2.330646, -0.445124], [2.438884, -2.514910, -0.311384], [2.789090, -3.985855, -0.430191], [-4.038305, 0.089538, 0.773202], [-4.849864, 1.219492, 0.682690], [-5.552735, 1.650917, 1.550361], [-5.208434, 5.094388, -4.789260], [-3.659554, 5.259278, -3.983146], [-4.783474, 6.587941, -3.922527], [-6.286426, 4.498643, -2.809656], [-5.352309, 5.691345, -1.853143], [-4.290040, 3.063093, -2.930723], [-3.426146, 4.152048, -1.860836], [-6.005582, 3.212111, -1.005370], [-2.704059, 1.990447, -0.032988], [-2.683728, 1.669249, -1.832043], [-3.591877, -0.616976, -1.187241], [-1.104391, 0.309387, 0.148398], [-1.738453, -1.241551, 0.702031], [-1.477891, -0.552343, -2.246526], [-1.590484, -2.158046, -1.554534], [-0.430030, -2.310149, -4.022095], [0.201125, -3.411794, -2.775851], [0.881774, -3.725782, -5.324668], [2.061483, -4.029085, -4.069189], [2.065352, -2.486314, -4.963378], [2.733637, -2.112885, 0.659174], [2.966355, -1.927424, -1.062434], [3.010870, -4.259491, -1.458488], [1.966485, -4.593047, -0.061463], [3.665463, -4.212170, 0.176839], [-3.606132, -0.054444, 1.673439], [3.664300, -0.373524, 6.717985], [4.842104, 0.258776, 5.999120], [5.102366, -0.382116, 4.698816], [5.376879, -1.714888, 4.495032], [5.591681, -1.875842, 3.167237], [5.449664, -0.639680, 2.581452], [5.154886, 0.243460, 3.529471], [5.607214, -0.327548, 1.157662], [3.855017, -1.417902, 6.963128], [3.482625, 0.158802, 7.649152], [2.761867, -0.324956, 6.109209], [5.754043, 0.188043, 6.590646], [4.655586, 1.312728, 5.802887], [5.393042, -2.412769, 5.312305], [5.831760, -2.743399, 2.579220], [4.985969, 1.295469, 3.373719], [6.410103, 0.393331, 1.028725], [4.674418, 0.081072, 0.774397], [5.850812, -1.237600, 0.619698]],
  "forces_ev_per_a": [[0.20, -0.14, 0.28], [0.46, 0.01, -0.31], [0.10, -0.21, 0.06], [0.17, 0.08, -0.14], [-0.33, -0.07, -0.59], [0.23, 0.30, 0.21], [0.23, -0.12, 0.17], [-0.28, -0.07, -0.18], [-0.72, -0.53, 0.39], [1.03, 0.34, -0.17], [-0.05, 0.10, -0.05], [-0.38, 0.16, 0.10], [0.22, 0.48, 0.13], [0.10, 0.13, 0.04], [-0.25, -0.30, -0.16], [0.39, -0.02, 0.02], [-0.23, -0.15, -0.21], [0.03, -0.26, -0.22], [0.19, -0.09, 0.21], [0.03, 0.12, 0.09], [0.08, 0.20, -0.22], [0.07, -0.34, 0.02], [-0.18, 0.17, 0.07], [-0.05, 0.05, -0.09], [0.06, 0.02, -0.06], [-0.19, 0.06, -0.12], [-0.21, 0.21, 0.16], [-0.25, -0.06, 0.15], [-0.09, -0.09, -0.01], [0.03, 0.10, 0.00], [-0.10, 0.01, 0.40], [0.48, 0.44, -0.39], [0.00, 0.00, -0.09], [-0.39, -0.20, 0.18], [-0.01, 0.04, 0.24], [-0.06, -0.08, 0.01], [0.07, 0.01, -0.10], [0.10, -0.11, -0.01], [-0.07, 0.11, 0.04], [-0.16, -0.03, 0.02], [0.00, -0.07, -0.02], [0.19, 0.09, 0.08], [0.05, 0.09, 0.04], [-0.12, -0.02, 0.13], [0.01, 0.04, -0.09], [-0.10, -0.09, -0.07], [-0.04, -0.06, 0.02], [0.09, -0.04, -0.04], [-0.25, -0.27, 0.12], [-0.02, -0.07, -0.10], [-0.08, 0.01, 0.17], [0.07, 0.06, -0.04], [-0.05, 0.05, 0.10], [0.01, 0.03, -0.11], [0.03, 0.00, -0.01], [-0.02, -0.03, 0.00], [-0.13, 0.13, -0.04], [0.02, 0.01, 0.03], [0.01, 0.01, 0.01], [-0.01, 0.04, 0.01], [0.02, -0.01, -0.02], [0.02, 0.00, -0.06], [0.02, -0.07, -0.06], [0.01, -0.05, 0.07], [0.00, 0.01, 0.00], [0.02, -0.02, 0.00], [0.01, -0.02, -0.05], [0.00, -0.04, 0.05]],
  "homo_lumo_gap_ev": 7.7880,
  "largest_force_ha_per_bohr": 0.02142,
  "e_homo_ev": -10.63,
  "total_charge": 1
}